The ion C2H6N3O with charge -1, computed with wB97M-V/def2-TZVPD.

The geometry in XYZ format:
```
12
Properties=species:S:1:pos:R:3:forces:R:3
C -1.8414 0.0159 -0.3798 3.45 -4.25 -1.64
C -0.5212 -0.3659 0.4307 -1.49 0.93 0.70
N 0.5211 0.5535 0.2788 3.56 0.16 -1.62
N 1.8510 -0.0166 -0.0411 -4.28 2.52 1.52
N 2.7597 0.8668 -0.1532 2.21 -2.33 -0.59
O 2.0307 -1.2420 -0.0885 0.42 -0.07 -0.44
H -1.8035 1.0214 -0.3256 -0.79 3.42 -0.50
H -1.6829 -0.5040 -1.4136 -0.38 1.65 1.36
H -2.6424 -0.5028 0.0468 -1.58 -0.30 0.89
H -0.3039 -1.3379 0.1014 0.71 -1.69 0.28
H -0.7679 -0.2502 1.5098 -0.49 -1.01 -0.13
H 2.4006 1.7616 0.0344 -1.36 0.97 0.19
```
Forces are in eV/Å.

As for the molar mass: 88.09 g mol⁻¹. For the HOMO energy, the calculation gives -2.60 eV. The frontier orbital gap is 7.1 eV. Its SMILES is CC[N-][N+]([NH-])=O. The value obtained for the energy relative to the best compared isomer or geometry (same formula, charge and spin) is 43.8 kcal per mole. As for the total charge: -1. The total energy is -319.19245 a.u. The LUMO energy is 0.16486 Ha. Its maximum force is 0.111 hartree/bohr.

The net atomic charges from natural (NBO), expressed in e, are:
1. C -0.621
2. C -0.239
3. N -0.612
4. N 0.444
5. N -0.618
6. O -0.551
7. H 0.204
8. H 0.176
9. H 0.177
10. H 0.187
11. H 0.130
12. H 0.323